1.
DFT (ωB97M-V/def2-TZVPD) results for a molecular structure, C24H28N6O4ReS at a distorted geometry.

Geometry as XYZ:
```
64
Properties=species:S:1:pos:R:3
Re -0.847 0.519 0.264
S -2.784 -0.676 -0.626
O -1.040 -0.112 2.232
O 0.396 -1.092 -0.131
O 2.993 1.632 0.642
O 0.105 -0.454 4.099
N -4.777 -2.178 0.411
N -1.998 2.251 0.549
N 0.154 1.335 -1.542
N -3.326 -1.580 1.915
N 0.772 1.374 1.125
N -4.956 4.614 -2.305
C -4.297 -2.286 2.556
C -5.205 -2.660 1.614
C 1.511 -1.519 0.244
C -2.785 2.719 -0.427
C 1.827 1.638 0.321
C -3.485 4.602 0.900
C 3.905 -1.908 0.089
C -3.536 3.884 -0.298
C -5.449 -2.363 -0.844
C 2.644 -1.737 -0.569
C 5.023 -1.241 -1.961
C 0.991 1.140 2.522
C -1.963 2.940 1.699
C 1.389 2.031 -1.110
C 1.365 -1.742 -2.777
C -3.626 -1.509 0.608
C 6.255 -0.794 -2.642
C -0.039 0.083 3.038
C -2.684 4.101 1.911
C 4.011 -2.358 1.505
C 2.624 -1.565 -1.991
C -4.331 4.309 -1.399
C 3.802 -1.295 -2.647
C 5.054 -1.639 -0.622
H 0.820 2.038 3.130
H 3.258 -3.105 1.751
H -4.052 5.511 1.027
H 2.230 1.826 -1.774
H 6.010 -1.719 -0.126
H 6.061 -0.510 -3.670
H 4.995 -2.790 1.668
H 3.922 -1.521 2.197
H -4.727 -2.342 -1.657
H 2.015 0.809 2.724
H 0.474 -1.528 -2.192
H -0.379 1.945 -2.164
H 1.232 3.112 -1.089
H -6.106 -3.230 1.717
H -2.842 2.137 -1.341
H 6.683 0.057 -2.109
H -2.482 -1.173 2.330
H 1.293 -2.791 -3.075
H -6.183 -1.573 -1.010
H 1.375 -1.152 -3.691
H -2.602 4.598 2.865
H 3.792 -1.127 -3.715
H 7.018 -1.574 -2.632
H 0.420 0.520 -2.107
H -5.955 -3.327 -0.835
H 1.665 -1.637 1.325
H -1.343 2.549 2.490
H -4.284 -2.465 3.610
```

Calculated values
Total charge: +2
LUMO energy (spin up / spin down), Eh: -0.309 / -0.291
Expectation value of S²: 0.769
DFT total energy, eV: -55425.585
2S+1: 2
Highest occupied orbital energy (spin up / spin down), eV: -14.265 / -14.327
Max |F|, eV Å⁻¹: 2.6

natural (NBO) population analysis, charges in e, atoms 1 to 2:
1. Re 1.357
2. S 0.000

2.
DFT (ωB97M-V/def2-TZVPD) results for a molecular structure, C7H11NO at a distorted geometry.

Geometry as XYZ:
```
20
Properties=species:S:1:pos:R:3
O 2.505 -1.033 0.967
N -2.383 0.896 0.197
C -2.375 -0.332 -0.410
C 2.625 -0.181 -0.228
C 1.446 -0.975 -0.080
C 2.778 1.326 0.015
C -0.913 -0.813 -0.532
C 0.123 -0.230 0.146
C -3.078 -0.308 0.775
H -0.570 -1.780 -0.960
H 4.019 1.573 -0.109
H 2.228 1.453 1.236
H -4.189 -0.121 0.387
H -0.054 0.642 0.760
H -3.018 -0.824 1.694
H 2.121 1.973 -0.870
H -2.856 -0.495 -1.354
H -3.126 1.676 0.012
H 3.365 -0.654 -0.922
H 1.353 -1.794 -0.723
```

Calculated values
Total charge: 0
LUMO energy, Eh: 0.033
DFT total energy, eV: -10968.568
ΔE to the lowest compared entry with this formula, charge and spin, kJ/mol: 647.28
Highest occupied orbital energy, eV: -9.177
Max |F|, eV Å⁻¹: 7.3

natural (NBO) population analysis, charges in e, atoms 1 to 2:
1. O -0.501
2. N -0.599